[1]
{
  "formula": "C28H27BrF6MnN4O4S",
  "method": "the ωB97M-V functional and the def2-TZVPD basis",
  "homo_ha": [-0.374, -0.375],
  "charge": 1,
  "e_tot_ev": -172123.405,
  "de_lowest_kcal_mol": 9.6,
  "spin_multiplicity": 5,
  "species": ["Mn", "C", "C", "C", "C", "C", "Br", "N", "C", "H", "H", "H", "H", "H", "H", "C", "O", "C", "C", "C", "C", "C", "C", "N", "N", "C", "C", "C", "C", "O", "C", "N", "C", "C", "C", "C", "H", "H", "H", "H", "H", "H", "H", "H", "H", "H", "H", "H", "C", "S", "C", "O", "H", "H", "H", "H", "H", "H", "C", "C", "O", "C", "F", "F", "F", "C", "F", "F", "F", "H", "H", "H"],
  "xyz": [[-0.5961, -0.2871, -0.2388], [3.6150, -0.1112, -3.7275], [3.2918, -0.1696, -2.2580], [4.2554, -0.3901, -1.2829], [3.8982, -0.4781, 0.0522], [2.5627, -0.3466, 0.3717], [2.0171, -0.5119, 2.1762], [1.6215, -0.1110, -0.5328], [1.9877, -0.0208, -1.8200], [4.6904, -0.1106, -3.8950], [3.1955, 0.7830, -4.1895], [3.1914, -0.9740, -4.2443], [5.2968, -0.4956, -1.5658], [4.6312, -0.6471, 0.8270], [1.1875, 0.1697, -2.5238], [4.2048, -2.4837, 5.9153], [3.1695, -3.3969, 6.2506], [1.9063, -2.9197, 6.3177], [0.9268, -3.8360, 6.6892], [-0.3891, -3.4347, 6.7873], [-0.7681, -2.1365, 6.4602], [0.2181, -1.2131, 6.1331], [1.5531, -1.5935, 6.0711], [-2.1831, -1.8648, 6.6068], [-2.8062, -1.0424, 5.9094], [-2.3118, -0.5478, 4.6524], [-2.3176, 0.7998, 4.4450], [-1.8332, 1.3870, 3.2476], [-1.4110, 0.5887, 2.2337], [-0.9115, 1.0151, 1.0454], [-1.4985, -0.8012, 2.3968], [-1.0929, -1.5206, 1.3047], [-1.0554, -2.8319, 1.3695], [-1.5097, -3.5206, 2.5032], [-1.9790, -2.8178, 3.5811], [-1.9355, -1.4053, 3.5787], [5.1225, -3.0621, 5.9037], [4.2858, -1.6899, 6.6610], [4.0377, -2.0451, 4.9284], [1.2272, -4.8500, 6.9204], [-1.1563, -4.1315, 7.1046], [-0.0369, -0.1758, 5.9725], [2.3067, -0.8505, 5.8491], [-2.6466, 1.4325, 5.2610], [-1.7823, 2.4644, 3.1435], [-0.6763, -3.3467, 0.4983], [-1.4962, -4.6014, 2.5060], [-2.3851, -3.3487, 4.4311], [-2.6965, 2.9118, -0.6970], [-1.0177, 2.7042, -1.2333], [-1.1794, 3.3760, -2.8632], [-0.8776, 1.2074, -1.5329], [-2.9132, 3.9799, -0.6556], [-2.7722, 2.4707, 0.2938], [-3.3498, 2.3999, -1.4048], [-1.4641, 4.4246, -2.7709], [-1.9320, 2.7998, -3.4011], [-0.2102, 3.2943, -3.3516], [-1.8352, -3.5843, -2.0669], [-1.3608, -2.1771, -2.4197], [-0.5034, -1.6708, -1.4552], [-0.5594, -2.2306, -3.7400], [-0.1298, -1.0246, -4.1367], [-1.2810, -2.7537, -4.7334], [0.5283, -2.9902, -3.5679], [-2.6151, -1.2763, -2.5851], [-3.6153, -1.9070, -3.1933], [-2.3945, -0.1347, -3.2367], [-3.0482, -0.9329, -1.3430], [-0.9632, -4.1915, -1.8311], [-2.3771, -4.0437, -2.8885], [-2.4922, -3.5398, -1.1999]],
  "forces_ev_per_a": [[0.0, 0.2, 0.0], [0.0, 0.0, 0.1], [0.0, 0.1, -0.1], [0.1, 0.0, 0.0], [0.1, 0.0, 0.0], [-0.1, 0.1, 0.0], [0.1, 0.0, 0.0], [0.0, -0.1, 0.1], [-0.1, 0.0, 0.1], [0.0, 0.0, 0.0], [0.0, 0.0, 0.0], [0.0, 0.0, 0.0], [0.0, 0.0, 0.0], [0.0, 0.0, 0.0], [0.0, 0.0, 0.0], [-0.1, 0.0, 0.0], [0.0, 0.1, 0.0], [0.1, 0.1, 0.0], [-0.2, -0.1, 0.1], [0.0, -0.3, -0.1], [-0.4, -0.2, -0.4], [-0.1, 0.1, 0.0], [-0.1, 0.0, 0.0], [0.4, 0.9, 0.2], [0.0, -1.0, -0.3], [0.3, 0.1, 0.3], [0.2, 0.4, -0.1], [-0.2, 0.3, 0.5], [0.4, 0.1, -0.8], [-0.3, 0.0, 0.7], [0.1, -0.3, -0.2], [0.0, 0.1, 0.0], [-0.1, -0.1, 0.0], [0.0, 0.0, 0.0], [0.1, 0.0, 0.1], [-0.1, -0.3, 0.2], [0.0, 0.0, 0.0], [0.0, 0.0, 0.0], [0.0, 0.0, 0.0], [0.0, 0.0, 0.0], [0.0, 0.0, 0.0], [0.0, 0.0, -0.1], [-0.1, 0.0, 0.0], [0.0, 0.0, -0.1], [0.0, 0.0, 0.1], [0.0, 0.0, 0.0], [0.0, 0.0, 0.0], [0.1, 0.0, 0.1], [-0.2, 0.0, 0.0], [0.2, 0.0, 0.4], [0.0, 0.0, -0.2], [0.1, -0.4, -0.2], [0.0, 0.0, 0.0], [0.0, 0.0, 0.0], [0.0, 0.0, 0.0], [0.0, 0.0, 0.0], [0.0, 0.1, 0.0], [0.0, 0.0, 0.0], [0.1, 0.0, 0.0], [0.0, 0.2, 0.0], [-0.2, 0.1, -0.1], [0.0, 0.0, 0.1], [0.0, 0.1, 0.0], [-0.1, 0.0, -0.1], [0.0, -0.1, 0.0], [0.1, -0.1, 0.0], [-0.1, 0.0, 0.0], [-0.1, 0.0, -0.2], [-0.1, 0.0, 0.1], [0.0, 0.0, 0.0], [0.0, 0.0, 0.0], [0.0, 0.0, 0.0]]
}

[2]
{
  "formula": "C28H27Cl6CuF12N5O14S4",
  "method": "the ωB97M-V functional and the def2-TZVPD basis",
  "homo_ha": [-0.327, -0.327],
  "e_tot_ev": -261290.537,
  "de_lowest_kcal_mol": 9.8,
  "spin_multiplicity": 2,
  "species": ["Cu", "C", "F", "F", "F", "S", "O", "O", "N", "S", "O", "O", "C", "F", "F", "F", "C", "F", "F", "F", "S", "O", "O", "N", "S", "O", "O", "C", "F", "F", "F", "Cl", "C", "C", "Cl", "H", "H", "H", "H", "Cl", "C", "C", "Cl", "H", "H", "H", "H", "Cl", "C", "C", "Cl", "H", "H", "H", "H", "C", "C", "C", "C", "C", "C", "N", "O", "O", "H", "H", "H", "H", "H", "C", "C", "C", "C", "C", "C", "N", "O", "O", "H", "H", "H", "H", "H", "C", "C", "C", "C", "C", "C", "N", "O", "O", "H", "H", "H", "H", "H"],
  "xyz": [[2.0382, -3.1459, -4.8012], [0.6822, -3.3981, 1.4841], [-0.5465, -3.0662, 1.5588], [0.9480, -3.7663, 2.7298], [0.9562, -4.2085, 0.4439], [1.7185, -1.7665, 1.1404], [1.5158, -0.8758, 2.3013], [3.0749, -2.2459, 0.8454], [1.0043, -1.3077, -0.4062], [-0.0198, -0.1317, 0.0623], [-0.9668, 0.2476, -1.0147], [-0.8007, -0.5229, 1.1990], [1.0528, 1.4556, 0.4332], [0.6353, 2.0512, 1.5343], [2.3459, 1.2081, 0.5818], [0.9739, 2.2653, -0.6005], [4.5894, -8.7116, -6.5841], [3.8153, -9.3352, -7.4976], [3.8986, -8.3953, -5.5117], [5.6121, -9.5322, -6.1541], [5.4307, -7.1382, -7.2516], [6.0036, -6.5565, -6.0546], [6.4452, -7.5029, -8.2453], [4.0877, -6.1664, -7.7128], [3.9448, -6.4662, -9.2747], [4.1698, -7.8180, -9.8246], [2.6627, -6.0054, -9.8384], [5.2662, -5.2739, -10.1119], [4.6219, -4.4558, -10.9643], [5.8560, -4.5130, -9.1077], [6.1366, -5.9771, -10.8383], [-3.5923, -5.9539, -4.8399], [-5.1520, -6.6213, -4.5040], [-5.2326, -6.7266, -2.9372], [-6.6212, -7.6711, -2.4208], [-5.1115, -7.5571, -5.0614], [-6.0210, -6.1938, -5.0043], [-5.3862, -5.6846, -2.6569], [-4.4001, -7.3441, -2.5998], [-7.6279, 5.7249, -6.9823], [-8.3851, 4.1253, -7.0250], [-7.3325, 3.1244, -6.7936], [-6.0831, 3.0926, -8.0918], [-8.8219, 4.0156, -8.0176], [-9.2851, 4.0905, -6.4111], [-7.8112, 2.1465, -6.7422], [-6.7428, 3.3433, -5.9033], [7.5002, 0.6899, 7.7003], [7.0310, -0.9492, 7.1184], [7.8874, -2.1606, 7.6058], [9.6759, -2.1165, 7.2317], [6.8331, -0.8545, 6.0508], [5.9855, -1.1003, 7.3871], [7.5344, -3.1854, 7.4910], [7.8374, -2.1071, 8.6934], [-2.5463, 6.7625, 8.0713], [-1.2910, 6.6621, 8.6508], [-0.9764, 7.1029, 9.8807], [-2.0563, 7.4951, 10.6836], [-3.2442, 7.8389, 10.0288], [-3.5257, 7.5101, 8.7068], [-1.8211, 7.6943, 12.1646], [-2.6603, 8.2034, 12.9060], [-0.9000, 7.1160, 12.6529], [-2.7511, 6.3618, 7.0895], [-0.5789, 6.1692, 8.0055], [0.0518, 6.9625, 10.1799], [-3.9816, 8.3599, 10.6214], [-4.5202, 7.5295, 8.2860], [-3.7446, -0.5558, 10.1544], [-3.3987, -1.8064, 9.7101], [-2.0300, -2.1404, 9.7967], [-1.1741, -1.3121, 10.6005], [-1.6234, -0.1047, 11.1102], [-2.9758, 0.2475, 10.8782], [0.2220, -1.8538, 10.9145], [0.4564, -2.8851, 10.3785], [0.9979, -1.2093, 11.6022], [-4.7847, -0.2672, 10.1206], [-4.1244, -2.4752, 9.2715], [-1.8890, -3.1001, 9.3217], [-0.9930, 0.5605, 11.6816], [-3.4906, 1.1200, 11.2527], [1.1425, 6.7276, -10.9866], [1.7812, 6.6317, -9.7957], [1.7380, 5.4163, -9.0900], [1.0993, 4.3001, -9.6077], [0.4270, 4.4276, -10.8204], [0.3539, 5.6806, -11.5054], [1.1442, 3.0137, -8.9131], [0.9388, 1.9168, -9.3725], [1.4541, 3.0826, -7.7048], [1.0724, 7.6884, -11.4748], [2.4172, 7.4324, -9.4481], [2.3464, 5.3573, -8.1997], [-0.1399, 3.5955, -11.2110], [-0.2529, 5.6718, -12.3988]],
  "forces_ev_per_a": [[0.2, -0.2, -0.3], [0.8, 1.5, 0.0], [-2.4, 0.1, -1.3], [1.7, -1.0, -1.0], [-0.2, 0.2, 1.8], [3.8, -1.2, 2.4], [0.3, -1.6, -2.8], [-2.4, 1.0, 0.1], [-0.2, 0.0, 2.2], [-4.4, 2.9, -3.0], [3.0, -0.4, 1.1], [0.5, -0.5, 0.7], [0.9, 0.5, 0.3], [-0.6, -0.4, -0.3], [0.1, -1.0, 0.0], [-0.9, -0.1, -0.3], [1.6, -0.5, -0.9], [0.8, 0.4, 1.3], [-0.7, 0.1, 0.2], [-1.3, 0.6, -0.9], [1.4, 0.8, 0.5], [-1.0, -0.1, -0.2], [-2.2, 0.4, 1.0], [2.2, -2.3, -0.1], [-2.7, -1.1, -4.5], [0.9, 1.8, 1.7], [1.4, 0.9, 1.8], [-0.9, -0.4, 0.7], [0.5, -0.1, 0.7], [-0.3, -1.0, -1.9], [0.0, 0.7, 0.9], [1.0, 1.2, -0.5], [-0.8, -2.0, 0.5], [-0.5, -0.3, -2.4], [-0.9, -0.2, 0.1], [0.0, -0.6, 0.8], [0.3, 1.1, 0.5], [0.6, -0.3, 0.9], [0.3, 1.0, 0.2], [-0.3, 0.7, 0.2], [-0.8, 0.9, -1.3], [0.6, -1.0, 0.4], [-0.4, -0.1, 0.0], [0.3, 0.0, -0.2], [0.6, -0.1, 0.8], [0.4, -0.1, 0.0], [-0.4, -0.2, 0.1], [0.1, -0.9, 0.0], [-0.6, -0.8, -0.8], [0.3, 1.2, 1.3], [-1.1, 0.1, -0.1], [1.1, -0.1, -0.3], [0.1, -0.2, 1.0], [-0.3, 0.3, -1.2], [0.3, 0.4, 0.1], [-0.5, 0.9, -0.1], [-0.2, -0.9, -2.8], [0.0, -0.6, 1.8], [0.7, 1.5, -0.9], [-0.5, 0.4, 1.6], [0.7, -1.5, 0.6], [-2.3, -0.4, 0.9], [-0.3, 0.7, -1.8], [2.2, -0.7, -0.5], [0.2, -0.1, -0.1], [0.6, 0.1, 0.3], [-0.2, 0.2, 0.7], [-0.2, -0.1, 0.2], [0.0, 0.7, 0.1], [-3.3, -1.2, -0.2], [2.3, 0.3, -0.4], [-1.5, 0.2, 1.0], [-0.4, -0.8, -0.7], [-0.6, 0.1, 0.1], [2.4, 1.1, 0.8], [-1.0, 2.2, -0.1], [0.8, -1.8, -0.5], [-0.8, -0.1, -0.2], [-0.3, 0.0, -0.4], [0.1, 0.0, -0.2], [1.3, 0.0, 0.4], [0.2, -0.3, 0.1], [0.7, 0.4, 0.3], [-2.3, 0.3, -1.7], [0.6, -1.5, 0.9], [1.0, 0.4, 0.2], [-0.3, 0.7, -1.3], [-0.7, 0.9, -0.6], [1.2, -1.9, 1.8], [1.0, -0.7, 3.7], [-0.6, 0.6, -2.0], [-0.2, 0.9, -1.1], [0.3, 0.1, -0.2], [-0.2, 0.1, 0.2], [-0.3, -0.3, 0.2], [0.1, -0.2, 0.0], [0.2, 0.6, -0.1]]
}